{
  "formula": "C4H11NO2S",
  "method": "wB97M-V/def2-TZVPD",
  "homo_energy_ev": -8.989,
  "mol_weight_g_mol": 137.20,
  "total_charge": 0,
  "smiles": "CC[S@](=O)(=NC)OC",
  "max_force_ha_per_bohr": 0.1048,
  "e_lumo_ev": 0.793,
  "gap_ev": 9.78,
  "relative_energy_ev": 4.253,
  "species": ["C", "C", "S", "O", "N", "C", "O", "C", "H", "H", "H", "H", "H", "H", "H", "H", "H", "H", "H"],
  "positions_angstrom": [[2.113, -0.821, -0.795], [0.702, -0.554, -1.333], [-0.274, 0.189, 0.220], [0.225, 1.524, 0.553], [-0.334, -0.924, 1.294], [-0.153, -0.759, 2.666], [-1.750, 0.326, -0.475], [-2.074, 1.478, -1.196], [2.595, -0.564, -1.693], [2.338, -0.229, 0.070], [2.253, -1.858, -0.613], [0.272, -1.503, -1.635], [0.791, 0.159, -2.098], [-1.208, -0.437, 3.040], [0.608, 0.124, 2.777], [0.228, -1.539, 3.257], [-1.141, 1.842, -1.589], [-2.485, 2.259, -0.408], [-2.706, 1.287, -2.042]],
  "mulliken_charge": [-1.02, -0.52, 0.87, -0.61, -0.41, -0.64, -0.37, -0.60, 0.35, 0.32, 0.28, 0.40, 0.43, 0.21, 0.24, 0.27, 0.31, 0.22, 0.28]
}

---

{
  "formula": "C4H11NO3",
  "method": "wB97M-V/def2-TZVPD",
  "homo_energy_ev": -9.945,
  "mol_weight_g_mol": 121.14,
  "total_charge": 0,
  "smiles": "CC(=O)NCCO.O",
  "max_force_ha_per_bohr": 0.0153,
  "e_lumo_ev": 0.574,
  "gap_ev": 10.52,
  "relative_energy_ev": 1.230,
  "species": ["C", "C", "O", "N", "C", "C", "O", "H", "H", "H", "H", "H", "H", "H", "H", "H", "O", "H", "H"],
  "positions_angstrom": [[0.610, -0.162, 2.583], [-0.388, 0.398, 1.611], [-1.488, 0.765, 1.979], [-0.069, 0.436, 0.278], [1.275, 0.276, -0.245], [1.320, 0.459, -1.757], [1.391, -0.758, -2.489], [1.409, -0.731, 2.127], [1.021, 0.633, 3.199], [0.077, -0.848, 3.234], [-0.852, 0.690, -0.304], [1.977, 0.968, 0.225], [1.637, -0.744, -0.046], [2.190, 1.043, -2.019], [0.455, 1.040, -2.100], [0.754, -1.383, -2.105], [-2.486, -1.150, -1.384], [-2.721, -0.245, -1.640], [-1.936, -1.101, -0.596]],
  "mulliken_charge": [-0.97, 0.53, -0.64, -0.05, -0.74, -0.43, -0.53, 0.33, 0.24, 0.34, 0.29, 0.37, 0.38, 0.31, 0.27, 0.32, -0.65, 0.32, 0.32]
}

---

{
  "formula": "C4H11NO3",
  "method": "wB97M-V/def2-TZVPD",
  "homo_energy_ev": -9.407,
  "mol_weight_g_mol": 121.14,
  "total_charge": 0,
  "max_force_ha_per_bohr": 0.1245,
  "e_lumo_ev": -3.397,
  "gap_ev": 6.01,
  "relative_energy_ev": 10.933,
  "species": ["C", "C", "C", "C", "O", "O", "N", "H", "H", "H", "H", "H", "H", "H", "H", "H", "H", "H", "O"],
  "positions_angstrom": [[0.408, 0.202, -1.238], [-0.649, 0.873, -0.536], [0.052, 1.761, 1.702], [0.236, 1.768, 0.205], [0.705, 2.766, -0.303], [0.294, -0.982, 1.487], [-1.589, 0.135, -0.068], [0.935, 0.753, -2.010], [2.069, -2.738, -0.772], [0.661, -0.814, -0.922], [1.530, -3.236, -0.663], [0.908, 2.405, 1.909], [-0.848, 2.338, 1.925], [-0.108, 0.679, 1.832], [-1.134, -0.415, 0.777], [-1.667, -0.603, -0.773], [-0.831, -1.976, -2.698], [0.077, -1.610, 2.185], [-1.049, -1.307, -2.041]],
  "mulliken_charge": [-0.49, 0.55, -0.74, 0.52, -0.53, -0.83, -0.56, 0.39, -0.03, 0.26, 0.03, 0.35, 0.28, 0.18, 0.36, 0.57, 0.24, 0.17, -0.73]
}

---

{
  "formula": "C4H11NO3",
  "method": "wB97M-V/def2-TZVPD",
  "homo_energy_ev": -9.940,
  "mol_weight_g_mol": 121.14,
  "total_charge": 0,
  "smiles": "CCCNC(=O)O.O",
  "max_force_ha_per_bohr": 0.1153,
  "e_lumo_ev": 0.519,
  "gap_ev": 10.46,
  "relative_energy_ev": 2.324,
  "species": ["C", "C", "C", "N", "C", "O", "O", "H", "H", "H", "H", "H", "H", "H", "H", "H", "O", "H", "H"],
  "positions_angstrom": [[0.197, 0.017, 1.556], [0.764, -1.157, 0.736], [-0.028, -1.243, -0.560], [-0.489, 0.059, -1.083], [-1.549, 0.638, -0.407], [-1.850, 1.781, -0.705], [-2.416, -0.235, 0.209], [-0.860, 0.092, 1.831], [0.437, -0.072, 2.617], [0.627, 0.983, 1.164], [1.807, -1.105, 0.693], [0.839, -2.163, 1.173], [-0.779, -2.062, -0.540], [0.759, -1.646, -1.311], [0.167, 0.732, -1.401], [-1.966, -1.113, 0.493], [1.679, 1.920, -1.713], [0.682, 2.201, -1.747], [1.979, 2.373, -1.003]],
  "mulliken_charge": [-1.12, -0.24, -1.03, -0.07, 0.59, -0.61, -0.51, 0.38, 0.39, 0.20, 0.41, 0.33, 0.36, 0.29, 0.18, 0.42, -0.67, 0.41, 0.30]
}

---

{
  "formula": "C4H11NO3",
  "method": "wB97M-V/def2-TZVPD",
  "homo_energy_ev": -9.670,
  "mol_weight_g_mol": 121.14,
  "total_charge": 0,
  "smiles": "CC(=O)NCCO.O",
  "max_force_ha_per_bohr": 0.0233,
  "e_lumo_ev": 0.718,
  "gap_ev": 10.39,
  "relative_energy_ev": 0.951,
  "species": ["C", "C", "O", "N", "C", "C", "O", "H", "H", "H", "H", "H", "H", "H", "H", "H", "O", "H", "H"],
  "positions_angstrom": [[-1.593, 1.310, 0.192], [-1.120, 0.632, -1.062], [-1.869, 0.310, -1.974], [0.211, 0.352, -1.159], [1.251, 0.650, -0.196], [1.630, -0.593, 0.617], [2.935, -0.372, 1.185], [-1.503, 0.630, 1.034], [-1.022, 2.226, 0.372], [-2.580, 1.730, 0.002], [0.504, -0.087, -2.018], [2.128, 1.037, -0.702], [0.906, 1.395, 0.508], [1.710, -1.425, -0.086], [0.864, -0.794, 1.360], [2.976, -0.832, 2.027], [-1.475, -2.072, 0.173], [-1.588, -1.802, -0.756], [-2.365, -2.296, 0.483]],
  "mulliken_charge": [-1.20, 0.66, -0.65, -0.03, -0.65, -0.24, -0.53, 0.25, 0.40, 0.34, 0.25, 0.36, 0.21, 0.24, 0.27, 0.31, -0.61, 0.34, 0.30]
}

---

{
  "formula": "C4H11NO3",
  "method": "wB97M-V/def2-TZVPD",
  "homo_energy_ev": -8.216,
  "mol_weight_g_mol": 121.14,
  "total_charge": 0,
  "max_force_ha_per_bohr": 0.0290,
  "e_lumo_ev": 0.045,
  "gap_ev": 8.26,
  "relative_energy_ev": 7.720,
  "species": ["C", "C", "C", "O", "H", "H", "H", "H", "H", "H", "H", "H", "N", "C", "O", "O", "H", "H", "H"],
  "positions_angstrom": [[0.546, -1.330, 0.810], [0.850, 0.502, 0.308], [1.221, 0.725, -1.137], [0.140, -2.029, -0.296], [0.895, -2.399, -0.771], [1.305, -1.849, 1.410], [-0.313, -1.078, 1.424], [1.567, -0.441, 0.546], [1.322, 1.092, 1.092], [0.896, 1.747, -1.357], [2.285, 0.627, -1.364], [0.640, 0.068, -1.786], [-1.745, 0.546, -0.410], [-0.902, 1.258, 0.545], [-2.343, -0.633, 0.168], [-0.733, 2.475, 0.317], [-2.028, -1.339, -0.411], [-2.502, 1.174, -0.665], [-1.101, 0.885, 1.577]],
  "mulliken_charge": [-0.55, -0.07, -1.39, -0.49, 0.33, 0.43, 0.41, 0.11, 0.53, 0.36, 0.38, 0.39, -0.17, -0.05, -0.45, -0.68, 0.33, 0.25, 0.34]
}

---

{
  "formula": "C4H11NO3",
  "method": "wB97M-V/def2-TZVPD",
  "homo_energy_ev": -9.814,
  "mol_weight_g_mol": 121.14,
  "total_charge": 0,
  "smiles": "N[C@H](C=O)CCO.O",
  "max_force_ha_per_bohr": 0.0428,
  "e_lumo_ev": 0.580,
  "gap_ev": 10.39,
  "relative_energy_ev": 2.092,
  "species": ["N", "C", "C", "O", "C", "C", "O", "H", "H", "H", "H", "H", "H", "H", "H", "H", "O", "H", "H"],
  "positions_angstrom": [[0.122, -1.107, -1.689], [0.537, -0.780, -0.331], [-0.426, -1.566, 0.566], [-0.944, -1.150, 1.563], [0.592, 0.719, 0.064], [1.820, 1.348, -0.573], [1.672, 1.760, -1.973], [-0.837, -0.837, -1.874], [0.697, -0.650, -2.387], [1.533, -1.223, -0.244], [-0.534, -2.611, 0.211], [0.652, 0.826, 1.147], [-0.399, 1.075, -0.218], [2.682, 0.690, -0.670], [2.114, 2.268, -0.068], [0.759, 1.914, -2.150], [-3.734, -0.175, 2.808], [-3.345, -0.638, 3.528], [-2.961, 0.136, 2.290]],
  "mulliken_charge": [-0.69, 0.22, -0.18, -0.47, -0.53, -0.54, -0.54, 0.25, 0.26, 0.36, 0.38, 0.28, 0.30, 0.30, 0.28, 0.31, -0.63, 0.31, 0.32]
}

---

{
  "formula": "C4H11NO3",
  "method": "wB97M-V/def2-TZVPD",
  "homo_energy_ev": -9.913,
  "mol_weight_g_mol": 121.14,
  "total_charge": 0,
  "smiles": "CC(C)NC(=O)O.O",
  "max_force_ha_per_bohr": 0.0300,
  "e_lumo_ev": 0.632,
  "gap_ev": 10.54,
  "relative_energy_ev": 0.743,
  "species": ["C", "C", "C", "N", "C", "O", "O", "H", "H", "H", "H", "H", "H", "H", "H", "H", "O", "H", "H"],
  "positions_angstrom": [[0.824, -1.784, -1.208], [0.267, -0.353, -1.103], [-1.138, -0.513, -0.524], [1.246, 0.447, -0.350], [1.259, 0.519, 1.000], [0.893, -0.293, 1.806], [1.795, 1.741, 1.379], [1.786, -1.852, -1.731], [0.145, -2.484, -1.643], [1.099, -2.156, -0.217], [0.315, 0.167, -2.061], [-1.189, -1.388, 0.120], [-1.879, -0.533, -1.315], [-1.429, 0.221, 0.197], [1.742, 1.190, -0.801], [2.408, 1.589, 2.108], [-4.278, 0.229, -0.771], [-4.321, 0.276, 0.183], [-3.758, 0.956, -1.123]],
  "mulliken_charge": [-1.49, 0.44, -1.44, -0.19, 0.45, -0.55, -0.51, 0.37, 0.37, 0.36, 0.38, 0.35, 0.40, 0.44, 0.26, 0.34, -0.64, 0.31, 0.33]
}

---

{
  "formula": "C4H11NO3",
  "method": "wB97M-V/def2-TZVPD",
  "homo_energy_ev": -9.297,
  "mol_weight_g_mol": 121.14,
  "total_charge": 0,
  "smiles": "CN(C)CC(=O)O.O",
  "max_force_ha_per_bohr": 0.0311,
  "e_lumo_ev": 0.625,
  "gap_ev": 9.92,
  "relative_energy_ev": 1.583,
  "species": ["C", "N", "C", "C", "C", "O", "O", "H", "H", "H", "H", "H", "H", "H", "H", "H", "O", "H", "H"],
  "positions_angstrom": [[0.328, 0.293, -1.591], [0.399, 0.316, -0.127], [1.599, 1.004, 0.339], [0.341, -1.049, 0.406], [-1.105, -1.464, 0.270], [-2.043, -0.954, 0.824], [-1.272, -2.432, -0.653], [0.995, -0.467, -1.997], [0.547, 1.290, -1.976], [-0.710, 0.203, -1.903], [1.884, 1.867, -0.253], [1.438, 1.483, 1.313], [2.394, 0.268, 0.453], [0.657, -1.090, 1.442], [0.993, -1.683, -0.206], [-2.171, -2.623, -0.934], [-1.792, 1.812, 1.598], [-1.014, 1.912, 2.155], [-1.467, 1.313, 0.840]],
  "mulliken_charge": [-1.06, 0.11, -1.00, -0.55, 0.36, -0.54, -0.46, 0.32, 0.42, 0.29, 0.35, 0.24, 0.34, 0.45, 0.40, 0.35, -0.65, 0.29, 0.36]
}

---

{
  "formula": "C4H11NO3",
  "method": "wB97M-V/def2-TZVPD",
  "homo_energy_ev": -8.901,
  "mol_weight_g_mol": 121.14,
  "total_charge": 0,
  "smiles": "CN(C)O.O=C=O.C",
  "max_force_ha_per_bohr": 0.0650,
  "e_lumo_ev": 0.666,
  "gap_ev": 9.57,
  "relative_energy_ev": 3.286,
  "species": ["C", "N", "C", "O", "H", "H", "H", "H", "H", "H", "H", "O", "C", "O", "C", "H", "H", "H", "H"],
  "positions_angstrom": [[-1.259, -2.007, -0.629], [-0.829, -1.322, 0.576], [0.586, -1.515, 0.849], [-1.075, 0.086, 0.354], [-0.686, -1.704, -1.515], [-2.314, -1.793, -0.788], [-1.136, -3.076, -0.469], [1.231, -1.138, 0.045], [0.755, -2.580, 0.998], [0.830, -1.013, 1.784], [-1.227, 0.502, 1.239], [0.284, 1.710, 1.898], [1.223, 1.914, 1.227], [2.315, 2.097, 0.890], [0.315, 2.001, -1.228], [-0.299, 1.916, -2.128], [1.321, 1.727, -1.513], [0.271, 3.045, -0.941], [-0.306, 1.151, -0.650]],
  "mulliken_charge": [-0.79, -0.12, -0.77, -0.49, 0.31, 0.27, 0.32, 0.30, 0.34, 0.23, 0.34, -0.44, 0.79, -0.37, -1.29, 0.35, 0.35, 0.36, 0.32]
}

---

{
  "formula": "C4H11NO3",
  "method": "wB97M-V/def2-TZVPD",
  "homo_energy_ev": -9.882,
  "mol_weight_g_mol": 121.14,
  "total_charge": 0,
  "smiles": "O=CNCCCO.O",
  "max_force_ha_per_bohr": 0.0521,
  "e_lumo_ev": 0.451,
  "gap_ev": 10.33,
  "relative_energy_ev": 2.470,
  "species": ["O", "C", "N", "C", "C", "C", "O", "H", "H", "H", "H", "H", "H", "H", "H", "H", "O", "H", "H"],
  "positions_angstrom": [[-1.775, -0.748, 2.907], [-1.870, -0.198, 1.826], [-0.946, 0.786, 1.563], [-0.495, 1.170, 0.259], [0.173, 0.073, -0.597], [-0.370, -0.012, -2.020], [0.362, -0.857, -2.934], [-2.618, -0.345, 1.019], [-0.203, 0.896, 2.237], [-1.393, 1.502, -0.271], [0.188, 2.039, 0.200], [-0.004, -0.899, -0.095], [1.269, -0.118, -0.510], [-1.194, -0.695, -1.895], [-0.481, 1.028, -2.389], [1.306, -0.759, -2.701], [2.707, -1.242, 0.834], [3.401, -0.824, 1.355], [1.944, -0.798, 1.213]],
  "mulliken_charge": [-0.58, 0.14, -0.21, -0.94, -0.51, -0.46, -0.51, 0.33, 0.25, 0.40, 0.35, 0.38, 0.51, 0.26, 0.31, 0.30, -0.63, 0.32, 0.29]
}

---

{
  "formula": "C4H11NOS",
  "method": "wB97M-V/def2-TZVPD",
  "homo_energy_ev": -8.993,
  "mol_weight_g_mol": 121.20,
  "total_charge": 0,
  "max_force_ha_per_bohr": 0.1069,
  "e_lumo_ev": 0.573,
  "gap_ev": 9.57,
  "relative_energy_ev": 3.237,
  "species": ["C", "C", "C", "C", "N", "O", "S", "H", "H", "H", "H", "H", "H", "H", "H", "H", "H", "H"],
  "positions_angstrom": [[-1.095, 0.531, -1.088], [-0.148, -1.557, 0.118], [-0.311, 0.560, 1.430], [-0.094, -0.003, -0.035], [2.361, -0.149, 0.570], [1.232, 2.367, -0.321], [1.509, 0.488, -0.593], [-1.100, -0.103, -2.044], [-2.120, 0.297, -0.619], [-0.951, 1.504, -1.328], [-1.012, -1.968, 0.694], [0.690, -1.905, 0.693], [0.155, -2.089, -0.765], [-1.181, 0.099, 1.757], [0.350, 0.148, 2.190], [-0.488, 1.583, 1.482], [3.331, 0.076, 0.420], [1.940, 2.747, -0.788]],
  "mulliken_charge": [-1.42, -1.62, -1.71, 1.27, -0.60, -0.60, 0.32, 0.30, 0.31, 0.51, 0.33, 0.54, 0.41, 0.54, 0.44, 0.43, 0.26, 0.29]
}